Formula: C24H26N4PtSi
Source: OMol25
Level of theory: the ωB97M-V functional and the def2-TZVPD basis

Summary:
2S+1: 5
Energy above the lowest of the compared OMol25 structures with the same formula, charge and spin in kJ/mol: 100.6
LUMO energy (alpha / beta) in eV: -7.0 / -8.0
Charge: +2
DFT total energy in eV: -42371.685

Last column: Löwdin charge in e.
Geometry (Å):
1 C -0.60341 -3.84182 2.09401  -0.060
2 C 0.17354 -3.28994 0.99533  -0.208
3 C 0.95980 -2.17443 1.56517  -0.207
4 H 0.39322 -3.73680 0.02518  0.123
5 C 0.58891 -2.06812 2.95696  -0.057
6 C -0.33333 -3.09613 3.25024  -0.057
7 H -0.69339 -3.35030 4.24927  0.127
8 H -1.15345 -4.77980 2.05457  0.126
9 H 1.81293 -1.72060 1.06064  0.112
10 H 1.03260 -1.37144 3.67295  0.124
11 Pt -0.91030 -1.44360 0.59164  1.228
12 C 0.38158 0.08514 -0.77622  -0.270
13 H 0.65350 -0.04800 0.29886  0.012
14 H -0.68701 -0.19045 -1.01174  0.040
15 H 1.05377 -0.50066 -1.41919  0.072
16 Si 0.61939 1.81267 -1.18603  0.723
17 C 0.81110 1.72463 -3.04176  -0.295
18 C 1.67125 0.74875 -3.58462  -0.094
19 H 2.29331 0.12889 -2.92993  0.111
20 C 1.72476 0.53318 -4.96297  -0.045
21 H 2.37904 -0.25068 -5.35761  0.124
22 C 0.95352 1.32681 -5.81691  -0.039
23 H 1.00971 1.16946 -6.89362  0.123
24 C 0.11325 2.31355 -5.28978  -0.047
25 H -0.47465 2.94774 -5.96138  0.123
26 C 0.01882 2.49479 -3.90397  -0.088
27 H -0.67002 3.23000 -3.47294  0.104
28 C 2.17286 2.51995 -0.47337  -0.275
29 C 3.13147 3.03695 -1.36371  -0.072
30 H 2.87451 3.19444 -2.41637  0.112
31 C 4.42847 3.31636 -0.92605  -0.038
32 H 5.16993 3.68410 -1.64137  0.126
33 C 4.76396 3.12742 0.41892  -0.033
34 H 5.78105 3.32581 0.75735  0.124
35 C 3.78791 2.71341 1.33360  -0.054
36 H 4.04056 2.61462 2.39399  0.120
37 C 2.48674 2.43733 0.90158  -0.093
38 H 1.71543 2.14888 1.62399  0.096
39 H -0.52442 2.57686 -0.19616  0.190
40 H -0.92565 2.55850 -0.97134  0.197
41 N -4.52082 -2.93229 1.77479  0.111
42 C -4.23633 -4.00041 0.91253  -0.050
43 C -3.07869 -3.69269 0.25163  -0.124
44 N -2.68097 -2.44163 0.69672  -0.160
45 C -3.56193 -1.97938 1.60794  -0.274
46 C -3.16484 -0.79368 2.31947  -0.281
47 N -1.96871 -0.28890 1.97810  -0.124
48 C -1.66646 0.75282 2.83843  -0.133
49 C -2.71519 0.89997 3.69369  -0.063
50 N -3.64238 -0.08982 3.38457  0.109
51 H -5.30324 -2.82912 2.41005  0.166
52 H -4.84755 -4.88676 0.86152  0.122
53 H -2.46771 -4.25866 -0.43670  0.116
54 H -0.73664 1.28395 2.76976  0.091
55 H -2.87679 1.60391 4.48425  0.119
56 H -4.55301 -0.25479 3.80605  0.171

=====

Formula: C3H5BeO3
Source: OMol25
Level of theory: the ωB97M-V functional and the def2-TZVPD basis

Summary:
Energy above the lowest of the compared OMol25 structures with the same formula, charge and spin in kJ/mol: 12.3
LUMO energy in eV: -5.8
Charge: +1
DFT total energy in eV: -9726.257

Last column: Löwdin charge in e.
Geometry (Å):
1 H 2.27479 -2.57827 0.52078  0.067
2 O -0.48643 -0.94059 -0.09159  0.106
3 C 0.57115 -0.54326 0.55677  -0.171
4 C -1.31940 0.16905 -0.52295  -0.038
5 O 2.38404 -1.85201 -0.09260  -0.134
6 O 0.50728 0.76592 0.78846  0.068
7 C -0.67143 1.35786 0.17115  -0.043
8 Be 1.96025 -0.48280 0.02077  0.535
9 H -2.34130 -0.03747 -0.19316  0.154
10 H -1.26986 0.22009 -1.61543  0.153
11 H -1.28246 1.78414 0.97239  0.153
12 H -0.32662 2.13734 -0.51458  0.150

=====

Formula: C34H51N8O2PS
Source: OMol25
Level of theory: the ωB97M-V functional and the def2-TZVPD basis

Summary:
Energy above the lowest of the compared OMol25 structures with the same formula, charge and spin in kJ/mol: 20.3
LUMO energy in eV: 0.2
SMILES string: COCCCCC[PH3]CCSc1nnco1.c1cc[nH]c1.c1cc[nH]c1.c1cc[nH]c1.c1cc[nH]c1.c1cc[nH]c1.c1cc[nH]c1
DFT total energy in eV: -72218.880

Last column: Löwdin charge in e.
Geometry (Å):
1 C -0.44138 -1.16953 3.35371  -0.133
2 O 0.89148 -0.75974 3.24746  -0.176
3 C 1.08719 0.08541 2.10137  -0.205
4 C 0.87792 1.54218 2.49792  -0.165
5 C 0.54809 2.51260 1.37255  -0.218
6 C -0.81126 2.29402 0.68732  -0.257
7 C -0.81319 1.28230 -0.46483  -0.384
8 P -2.02743 -0.18575 -0.27437  0.823
9 C -3.23340 -1.69631 -0.04178  -0.439
10 C -4.11456 -1.55291 1.18945  -0.529
11 S -5.66891 -0.69679 0.78847  0.993
12 C -5.58754 0.81669 1.61916  -0.706
13 N -4.88510 1.83172 1.33801  0.059
14 N -5.15222 2.78588 2.30117  0.063
15 C -6.00685 2.26963 3.08001  -0.203
16 O -6.34290 1.02405 2.73825  0.050
17 H -1.14204 -0.34947 3.17745  0.070
18 H -0.62684 -1.56379 4.34646  0.089
19 H -0.67985 -1.95738 2.63175  0.085
20 H 2.08849 -0.08036 1.72717  0.115
21 H 0.40094 -0.25225 1.32989  0.070
22 H 1.81711 1.87261 2.93389  0.112
23 H 0.14241 1.56766 3.29552  0.114
24 H 1.34547 2.58792 0.63683  0.098
25 H 0.48427 3.49348 1.83890  0.105
26 H -1.11643 3.25986 0.30089  0.099
27 H -1.52815 2.05367 1.47573  0.083
28 H -0.94128 1.79252 -1.41267  0.047
29 H 0.18333 0.84695 -0.51379  0.041
30 H -0.93896 -1.10733 -0.33991  0.005
31 H -2.47704 0.29818 0.99257  0.000
32 H -2.67677 0.15910 -1.49631  0.011
33 H -2.68972 -2.63324 0.00804  0.062
34 H -3.88146 -1.68698 -0.91131  0.038
35 H -3.61458 -1.08221 2.03241  0.061
36 H -4.40797 -2.53979 1.52714  0.065
37 H -6.40809 2.76906 3.93656  0.134
38 C 1.61819 0.73232 -5.23954  -0.102
39 C 0.93168 1.97663 -5.30053  -0.106
40 C -0.15038 1.88979 -4.46485  -0.143
41 N -0.14761 0.64011 -3.90846  0.004
42 C 0.92619 -0.06669 -4.37136  -0.152
43 H 2.51650 0.46041 -5.76726  0.092
44 H 1.20456 2.83710 -5.88763  0.090
45 H -0.91764 2.60470 -4.22116  0.105
46 H -0.82435 0.28899 -3.25725  0.108
47 H 1.10390 -1.07536 -4.04037  0.092
48 C 3.88223 -3.10778 -0.44870  -0.096
49 C 3.46718 -1.75425 -0.57379  -0.103
50 C 2.32074 -1.74473 -1.32051  -0.147
51 N 2.02586 -3.03895 -1.65443  0.006
52 C 2.97328 -3.87620 -1.12154  -0.144
53 H 4.74814 -3.47310 0.07659  0.095
54 H 3.95696 -0.88771 -0.16224  0.094
55 H 1.69107 -0.93251 -1.64285  0.085
56 H 1.23738 -3.32529 -2.20460  0.129
57 H 2.92365 -4.94198 -1.26800  0.097
58 C -9.74511 -3.03573 -2.46724  -0.114
59 C -9.35262 -3.79094 -1.32871  -0.113
60 C -8.29655 -3.13842 -0.75152  -0.151
61 N -8.03384 -2.02259 -1.49739  -0.003
62 C -8.91345 -1.95091 -2.54250  -0.143
63 H -10.54605 -3.26328 -3.15029  0.088
64 H -9.79623 -4.70621 -0.97467  0.088
65 H -7.71249 -3.37023 0.12269  0.097
66 H -7.30621 -1.35883 -1.30484  0.079
67 H -8.87201 -1.13786 -3.24667  0.104
68 C -1.15247 -7.56908 -3.02665  -0.110
69 C -0.77414 -8.24966 -1.83696  -0.110
70 C 0.17325 -7.48555 -1.21207  -0.138
71 N 0.38431 -6.37149 -1.97826  0.003
72 C -0.42175 -6.41421 -3.08525  -0.145
73 H -1.87756 -7.89210 -3.75428  0.091
74 H -1.15548 -9.19210 -1.48221  0.091
75 H 0.71290 -7.63668 -0.29308  0.107
76 H 1.03102 -5.63796 -1.76189  0.093
77 H -0.40521 -5.62342 -3.81606  0.102
78 C 4.66869 5.44740 1.72458  -0.108
79 C 4.19156 6.78368 1.63648  -0.113
80 C 3.04124 6.75717 0.89589  -0.142
81 N 2.80585 5.45969 0.53102  0.005
82 C 3.79190 4.65499 1.03540  -0.143
83 H 5.55480 5.10544 2.23346  0.073
84 H 4.64164 7.66245 2.06714  0.087
85 H 2.37290 7.54645 0.59769  0.105
86 H 2.02956 5.14617 -0.02102  0.137
87 H 3.78495 3.59278 0.86037  0.102
88 C 9.24770 2.95941 3.15730  -0.114
89 C 9.62258 4.02258 2.29070  -0.113
90 C 8.86834 5.11207 2.63186  -0.147
91 N 8.05201 4.74871 3.66846  -0.005
92 C 8.27840 3.43919 3.99566  -0.145
93 H 9.64506 1.95848 3.16313  0.088
94 H 10.36094 3.98936 1.50750  0.089
95 H 8.84117 6.10950 2.22817  0.105
96 H 7.38756 5.34992 4.11871  0.138
97 H 7.73249 2.96462 4.79272  0.104